Record 1
The following is a DFT calculation (ωB97M-V/def2-TZVPD) of C40H46AlBrNO as an isolated structure in a non-equilibrium geometry.

Its charge is -1. The calculation puts the energy above the lowest of the compared OMol25 structures with the same formula, charge and spin at 0.000 eV. Its orbital gap is 0.259 hartree.

Geometry as XYZ:
```
90
C40H46AlBrNO, DFT ωB97M-V/def2-TZVPD
O 2.008 1.277 1.538
C 1.989 -0.040 0.969
C 3.244 -0.581 0.460
C 3.301 -1.910 -0.146
C 2.062 -2.692 -0.191
C 0.773 -2.176 0.308
C 0.749 -0.840 0.885
C -0.546 -0.123 1.423
N -1.784 -0.742 0.902
C -2.892 0.126 1.356
C -4.263 -0.099 0.604
C -4.423 -1.514 -0.099
Al -5.323 -2.775 1.234
Br -3.986 -2.643 3.275
H 2.019 1.179 2.510
H 4.151 0.070 0.558
H 4.275 -2.270 -0.546
H 2.050 -3.714 -0.652
H -0.154 -2.785 0.248
H -0.487 0.924 1.005
H -0.528 -0.048 2.554
H -1.879 -1.692 1.280
H -2.621 1.217 1.225
H -3.003 -0.005 2.477
H -5.073 -0.042 1.395
H -4.466 0.758 -0.096
H -3.486 -1.914 -0.565
H -5.163 -1.360 -0.946
H -5.290 -4.299 0.768
H -6.815 -2.209 1.464
C 4.414 4.557 0.594
C 3.725 3.736 1.480
C 3.452 4.179 2.768
C 3.858 5.447 3.168
C 4.543 6.269 2.282
C 4.825 5.823 0.996
H 4.630 4.211 -0.410
H 3.402 2.749 1.166
H 2.921 3.536 3.461
H 3.641 5.794 4.172
H 4.858 7.258 2.594
H 5.364 6.462 0.306
C 1.891 -0.931 -3.244
C 0.799 -1.445 -3.933
C 0.979 -2.040 -5.176
C 2.252 -2.131 -5.726
C 3.344 -1.621 -5.034
C 3.163 -1.017 -3.795
H 1.750 -0.464 -2.276
H -0.193 -1.380 -3.501
H 0.126 -2.435 -5.717
H 2.393 -2.600 -6.693
H 4.338 -1.693 -5.462
H 4.014 -0.615 -3.258
C 6.259 -2.769 1.660
C 6.289 -3.986 0.990
C 7.377 -4.837 1.142
C 8.432 -4.475 1.972
C 8.400 -3.260 2.645
C 7.316 -2.405 2.485
H 5.412 -2.105 1.538
H 5.463 -4.272 0.348
H 7.403 -5.784 0.615
H 9.278 -5.142 2.094
H 9.222 -2.978 3.293
H 7.294 -1.454 3.006
C -10.888 -0.082 1.699
C -11.933 -0.643 0.974
C -11.689 -1.216 -0.268
C -10.397 -1.238 -0.780
C -9.351 -0.681 -0.054
C -9.597 -0.100 1.183
H -11.079 0.368 2.666
H -12.940 -0.631 1.377
H -12.505 -1.648 -0.836
H -10.205 -1.690 -1.747
H -8.344 -0.700 -0.452
H -8.782 0.338 1.747
C 0.724 2.419 -1.034
C 1.059 3.760 -0.888
C 0.392 4.729 -1.628
C -0.618 4.358 -2.508
C -0.956 3.017 -2.652
C -0.283 2.048 -1.918
H 1.245 1.664 -0.459
H 1.840 4.051 -0.197
H 0.658 5.774 -1.518
H -1.142 5.114 -3.082
H -1.745 2.728 -3.337
H -0.543 1.002 -2.034
```

Atomic partial charges in e from the Mulliken method, atoms 1 to 8: atom 1 (O): -0.348, atom 2 (C): -0.079, atom 3 (C): -1.011, atom 4 (C): -0.554, atom 5 (C): -0.935, atom 6 (C): -0.717, atom 7 (C): 1.269, atom 8 (C): -0.740

***

Record 2
The following is a DFT calculation (ωB97M-V/def2-TZVPD) of C10H18AsBrF3O2 as an isolated structure in a non-equilibrium geometry.

Its charge is -1. Its orbital gap is 0.238 hartree.

Geometry as XYZ:
```
35
C10H18AsBrF3O2, DFT ωB97M-V/def2-TZVPD
C 2.226 -0.644 -0.002
C 1.133 -1.384 -0.141
C 0.023 -2.439 -0.608
As -1.017 -1.723 -2.225
C 0.612 -1.789 -3.439
C 1.204 -0.352 -3.859
C 0.106 0.748 -4.267
Br 1.057 2.538 -4.169
H 3.025 0.182 -0.023
H 0.478 -3.467 -0.846
H -0.682 -2.609 0.298
H -0.646 -0.278 -1.715
H -1.829 -1.158 -3.448
H -1.307 -3.215 -2.653
H -2.340 -1.735 -1.360
H 0.461 -2.484 -4.359
H 1.447 -2.311 -2.817
H 1.899 0.127 -3.089
H 1.855 -0.527 -4.807
H -0.774 0.846 -3.549
H -0.221 0.665 -5.372
C 1.520 1.264 3.204
C 0.244 0.464 3.081
O -0.726 0.879 4.058
C -1.431 1.991 3.759
O -1.292 2.632 2.748
C -2.452 2.285 4.855
F -1.925 2.182 6.096
F -3.499 1.431 4.812
F -2.970 3.527 4.766
H 1.913 1.212 4.223
H 2.276 0.887 2.512
H 1.347 2.321 2.986
H 0.456 -0.590 3.278
H -0.171 0.524 2.071
```

Atomic partial charges in e from the natural (NBO) method, atoms 1 to 8: atom 1 (C): -0.427, atom 2 (C): 0.024, atom 3 (C): -0.833, atom 4 (As): 0.792, atom 5 (C): -0.762, atom 6 (C): -0.448, atom 7 (C): -0.382, atom 8 (Br): -0.129

***

Record 3
The following is a DFT calculation (ωB97M-V/def2-TZVPD) of one molecule with the formula C4H8N2 in a non-equilibrium geometry.

The calculation puts the energy above the lowest of the compared OMol25 structures with the same formula, charge and spin at 0.103 eV. Its orbital gap is 0.410 hartree.

Geometry as XYZ:
```
14
C4H8N2, DFT ωB97M-V/def2-TZVPD
C -0.799 1.055 -0.596
C -0.061 -0.105 0.085
C 1.458 0.086 0.033
N -0.393 -1.344 -0.615
C -0.504 -0.170 1.508
N -0.894 -0.282 2.593
H -1.868 1.030 -0.357
H -0.679 0.960 -1.679
H -0.402 2.019 -0.269
H 1.784 -0.010 -1.007
H 1.971 -0.675 0.631
H 1.748 1.070 0.413
H 0.036 -2.137 -0.145
H -1.398 -1.499 -0.595
```

Atomic partial charges in e from the natural (NBO) method, atoms 1 to 8: atom 1 (C): -0.599, atom 2 (C): 0.008, atom 3 (C): -0.598, atom 4 (N): -0.803, atom 5 (C): 0.259, atom 6 (N): -0.332, atom 7 (H): 0.220, atom 8 (H): 0.228

***

Record 4
The following is a DFT calculation (ωB97M-V/def2-TZVPD) of one molecule with the formula C4H5NO.

The calculation puts the energy above the lowest of the compared OMol25 structures with the same formula, charge and spin at 2.806 eV. Its orbital gap is 0.355 hartree.

Geometry as XYZ:
```
11
C4H5NO, DFT ωB97M-V/def2-TZVPD
C -1.426 0.123 -0.272
C 0.290 -0.237 1.455
C -0.060 0.597 0.240
N 0.966 0.348 -0.784
C 1.698 -0.532 -0.275
O 1.344 -0.925 1.047
H -1.443 -0.971 -0.340
H -2.220 0.439 0.408
H -1.601 0.536 -1.267
H -0.101 1.666 0.484
H 2.554 -1.044 -0.695
```

Atomic partial charges in e from the natural (NBO) method, atoms 1 to 8: atom 1 (C): -0.592, atom 2 (C): 0.302, atom 3 (C): -0.273, atom 4 (N): -0.399, atom 5 (C): 0.327, atom 6 (O): -0.482, atom 7 (H): 0.213, atom 8 (H): 0.228

***

Record 5
The following is a DFT calculation (ωB97M-V/def2-TZVPD) of an isolated ion of composition C10H15FN and charge +1 in a non-equilibrium geometry.

Its expectation value of S² is 2.0276. Its charge is +1. Its orbital gap (spin up / spin down) is 0.237 / 0.281 hartree. The multiplicity is 3.

Geometry as XYZ:
```
27
C10H15FN, DFT ωB97M-V/def2-TZVPD
C 2.785 0.360 -0.160
C 2.080 1.613 -0.256
C 0.953 -1.428 -0.092
C 2.299 -0.899 -0.089
C 0.168 0.660 1.008
C 0.844 1.847 0.198
C -0.088 -0.762 0.412
C 0.027 3.058 -0.046
C -2.056 -0.442 -0.918
C -1.732 -2.588 0.225
N -1.493 -1.134 0.265
F 3.217 -1.893 -0.129
H 3.863 0.424 -0.246
H 2.640 2.420 -0.707
H 0.882 -2.437 -0.471
H 0.864 0.484 1.836
H -0.759 1.042 1.442
H -0.630 2.895 -0.904
H 0.661 3.908 -0.276
H -0.599 3.303 0.810
H -1.502 -0.748 -1.804
H -3.109 -0.685 -1.051
H -1.946 0.634 -0.794
H -2.798 -2.786 0.332
H -1.391 -2.997 -0.723
H -1.200 -3.075 1.041
H -1.980 -0.772 1.094
```

Atomic partial charges in e from the natural (NBO) method, atoms 1 to 8: atom 1 (C): -0.276, atom 2 (C): -0.212, atom 3 (C): -0.367, atom 4 (C): 0.479, atom 5 (C): -0.521, atom 6 (C): 0.145, atom 7 (C): 0.117, atom 8 (C): -0.668

***

Number 1: E -4498.29383 Eh. Number 2: E -5651.45454 Eh. Number 3: E -266.71821 Eh. Number 4: E -285.31146 Eh. Number 5: E -544.26186 Eh.